No. 1
C40H33ClN4O7PRbSSe2 as an isolated structure. Source: OMol25; level of theory: the ωB97M-V functional and the def2-TZVPD basis.

Lowest unoccupied orbital energy: 3.50 eV
Net charge: -2
Total energy: -8316.77404 Eh
Kohn-Sham gap: 0.2239 hartree
Energy relative to the best compared isomer or geometry (same formula, charge and spin): 0.67 kJ/mol
Molar mass: 1023.61 Da
Spin multiplicity: 1

Each line ends with the Mulliken charge.
CARTESIAN COORDINATES (ANGSTROEM)
N 1.74606 -2.77442 0.06371  0.5588
C -3.71163 1.04252 -0.29889  -0.4276
C 5.40046 -1.86397 -2.69994  -0.2796
C -0.97905 -2.80290 -2.59890  0.4261
O -0.15338 1.70158 -4.64601  -0.8952
C 2.20872 3.51751 4.17779  0.0795
H 0.70156 -1.75208 2.40826  0.1936
C -0.81860 -4.24747 -2.14773  -0.5169
C 2.73255 0.88741 -4.82362  -0.3768
C -1.44858 -4.19022 -0.75544  0.0814
H 5.44164 -2.10713 -3.75253  0.5054
N -2.91628 0.36083 0.52348  0.3602
C 2.63415 1.60129 -6.13691  0.5498
C 2.10468 -2.67837 3.74372  -0.2089
O -3.00095 -1.46804 3.49345  -0.8022
O 1.47808 2.12396 -6.44268  -0.6169
H 4.18550 3.58778 3.38759  0.2185
H 3.24935 6.54100 6.36334  0.3432
C 1.88434 0.68997 5.53222  -0.4232
H 2.36164 -3.42409 -1.81676  0.4897
C 3.18548 -3.55787 3.88107  -0.8516
C 3.20640 -3.89244 1.53110  1.0429
H 2.85091 1.17441 5.61251  0.3481
C 0.29350 0.96953 -3.71503  0.6087
P 1.66000 2.10661 3.13130  0.8348
H -0.09514 -1.52364 7.16273  0.3371
H -5.68988 1.49489 -0.99116  0.3823
H 4.57493 -4.86867 2.89074  0.4197
C 3.48752 4.04676 4.07792  -0.2927
H 2.09234 -0.37330 7.37910  0.3339
H 1.68308 -2.20325 4.61933  0.2652
C 2.47063 -3.46211 -0.74003  -0.5144
H -1.38425 -4.91503 -2.80429  0.3181
H 6.84171 -2.65430 0.26043  0.4016
H -0.17253 -2.18413 -2.19210  -0.5290
H -3.21514 1.68263 -1.02172  0.4297
C 3.74365 -4.18306 2.78339  -0.5141
Cl 5.47772 0.34673 -4.95881  -0.1692
O -2.24174 -2.38801 -2.08686  -0.4611
C 3.85942 5.13584 4.85897  -0.5381
H -0.77930 0.50074 3.45218  0.1566
Rb -0.21848 -0.24410 -0.24980  0.5993
H 3.65367 0.08917 -0.53964  0.3213
H -3.53902 -3.69873 -1.17822  0.2945
H 0.22218 -4.57309 -2.13436  0.2550
H -0.73676 -3.79371 -0.02935  -0.3367
C 5.23366 -1.25898 0.00806  -0.2507
C 6.26138 -2.46868 -1.79706  -0.7405
H 6.98272 -3.19496 -2.15150  0.3285
N 3.60677 -0.26722 -3.14949  0.5843
H -6.75245 0.00114 0.71984  0.3881
C 1.67556 5.16643 5.85632  -0.5760
H 0.96360 5.59906 6.54950  0.3522
C 4.48425 -0.92715 -2.23900  -0.1271
C -2.55752 -1.26299 2.34912  0.2196
H -1.79864 -5.15858 -0.39670  0.4586
H -2.72122 -2.56095 -0.07864  -0.4498
Se 3.36673 1.19966 2.19761  -0.4693
N 2.31061 -0.08787 -2.81634  -0.4437
O -1.48532 -1.65705 1.83074  -0.3416
C -5.09299 0.94060 -0.27878  -0.6512
H -0.99004 -2.65980 -3.67960  0.3439
C 3.88913 0.32234 -4.33440  0.3024
H 3.59108 -3.75169 4.86702  0.3973
H -5.24488 -1.21670 2.32870  0.4448
S 3.67798 -4.48622 -0.02616  -0.3577
O -0.33351 0.53243 -2.74988  -0.5106
C -4.85711 -0.57487 1.55029  -0.7572
C -0.14794 0.30000 4.30946  -0.3922
C 1.56784 -2.39536 2.50565  0.6779
C 6.18156 -2.16496 -0.44534  -0.7004
C -3.47554 -0.43564 1.43423  0.1972
H 4.85943 5.54437 4.76978  0.3727
H 5.14055 -1.03530 1.06326  0.3480
C -5.67480 0.11025 0.67065  -0.3134
C 0.23159 -0.83051 6.39536  -0.5816
C 1.76952 0.59760 -3.80936  0.3153
H 0.73233 1.91512 -5.69712  0.4552
H -1.51000 -1.11287 5.13881  0.3995
C 2.95778 5.69511 5.75125  -0.3665
C -0.56734 -0.59961 5.28598  -0.2960
C -2.59205 -3.19621 -0.95309  0.2296
H 0.29815 3.68688 5.13605  0.3540
C 1.30272 4.08898 5.06986  -0.4425
Se 0.03624 2.80355 1.92658  -0.4376
C 1.46106 -0.18609 6.51752  -0.6331
C 1.07213 0.94940 4.42695  0.4734
C 4.38558 -0.62660 -0.88985  0.0096
O 3.60082 1.66073 -6.87527  -0.6717
C 2.13924 -2.99536 1.38306  -1.5422

***

No. 2
C40H33GeN8O5SZr as an isolated structure in a non-equilibrium geometry. Source: OMol25; level of theory: the ωB97M-V functional and the def2-TZVPD basis.

Lowest unoccupied orbital energy (spin up / spin down): -6.60 / -7.27 eV
Net charge: +2
Expectation value of S²: 0.75
Total energy: -4880.15492 Eh
Kohn-Sham gap (spin up / spin down): 0.2264 / 0.2018 hartree
Energy relative to the best compared isomer or geometry (same formula, charge and spin): 81.93 kJ/mol
Molar mass: 901.66 Da
Spin multiplicity: 2

Each line ends with the Mulliken spin population.
CARTESIAN COORDINATES (ANGSTROEM)
H -1.49969 -6.87938 3.75775  0.0000
C -0.16831 4.53877 3.24993  -0.0097
C 0.85825 3.20743 1.51467  0.0931
C 1.07881 -1.19654 3.78130  0.0014
H -4.15164 3.10258 -0.83289  0.0006
C 0.07676 -0.02579 2.03307  -0.0388
N 5.87989 0.64118 1.69218  0.0003
C 1.98743 3.06339 2.32762  0.0356
C 2.03865 3.64730 3.57959  -0.0092
C 3.16994 2.71700 -2.23805  -0.0573
C -3.06809 4.14087 -2.36542  0.0240
C -2.55212 -5.45643 2.58886  0.0001
H 2.83941 2.48807 1.98532  -0.0029
H 0.99296 4.84521 5.02012  0.0013
H -1.72981 5.08521 -3.74642  0.0017
N 5.93133 1.70930 -0.36176  0.0001
N -1.58653 -1.20373 -0.96225  -0.0032
C 0.95556 4.38635 4.04307  0.0231
C 4.16759 3.44685 -2.87461  -0.0025
C 0.53158 0.77923 -3.54613  0.0324
C -0.22102 3.95002 1.99149  0.0508
C 4.44460 4.74545 -2.47093  0.0036
O 0.20528 -2.27923 0.29710  0.0028
H 4.71618 3.00656 -3.69727  -0.0002
H -3.53301 -5.82914 2.84186  0.0000
C -1.03394 -2.73706 0.49053  -0.0030
H -3.39641 -0.74815 -1.87358  0.0001
C -3.17948 3.31234 -1.25582  -0.0167
N 2.39875 -0.45808 -1.18444  -0.0005
H -3.42527 -3.15600 0.60632  0.0000
H 5.34023 0.07485 2.33983  0.0001
C 3.37142 -0.13849 -0.57378  -0.0401
C -2.46327 -4.37005 1.71633  0.0007
H -1.10434 4.09332 1.38387  0.0052
C -1.81898 4.42958 -2.89229  -0.0067
N 1.34138 0.13744 1.64179  0.0676
C -0.03655 -4.47373 1.91226  0.0017
C -1.23593 -1.73468 5.14092  -0.0008
Ge 0.86388 2.50038 -0.28948  0.1525
H -2.26441 -0.65746 3.57535  -0.0007
H 5.21604 5.31715 -2.96694  0.0002
C -1.37348 1.45919 -4.81282  0.0000
H 0.92922 -4.07147 1.64419  0.0015
C -1.19120 -3.86906 1.37012  0.0007
C -2.18469 0.85525 -3.85255  -0.0012
H 2.15396 5.05201 -0.01020  -0.0006
H -1.81736 1.94748 -5.66792  0.0002
C -1.31783 -1.00499 3.96036  0.0001
H -2.14500 2.15689 0.21609  -0.0037
C 2.41367 3.27594 -1.20835  -0.0298
C -1.57862 0.24034 -2.77777  0.0023
N -0.23181 0.23695 -2.60159  -0.0250
H -2.13598 -1.96421 5.69112  -0.0001
C -1.40963 -6.03143 3.09398  -0.0001
C -0.00961 -2.17212 5.62916  0.0021
H -3.95398 4.57019 -2.81066  0.0002
H 0.74563 -6.01436 3.16162  0.0000
O -0.82795 0.29616 1.18087  0.0482
C -0.13403 -0.73718 3.29591  0.0091
S 2.35071 -0.82475 2.62767  -0.0036
O 2.70957 -1.98334 1.86945  -0.0013
N -2.05855 -2.16701 -0.11159  0.0007
C 2.71128 4.58417 -0.81008  0.0084
H 0.66286 1.81416 -5.41377  0.0001
C 3.71708 5.31048 -1.43575  0.0045
H 0.29111 4.13390 -2.73344  0.0066
H 6.74030 2.25201 -0.10598  0.0000
H 0.02335 -2.73047 6.55319  0.0001
H 1.60118 0.69806 -3.39668  0.0014
N 4.29019 0.15228 0.18534  0.0071
H 6.69307 1.13361 2.02568  0.0000
H 5.46634 1.93210 -1.23209  -0.0001
C -0.00063 1.39499 -4.67306  -0.0021
C -2.04127 2.77523 -0.67456  0.0242
H -1.00706 5.12014 3.60573  -0.0002
H 3.92372 6.32131 -1.11584  0.0007
Zr 0.40534 -0.39995 -0.41100  0.5147
C -0.13879 -5.54549 2.76111  -0.0002
H 2.98392 1.70142 -2.57142  0.0067
H -3.25940 0.84416 -3.94893  0.0010
C 1.18185 -1.91204 4.95233  -0.0012
H 2.12867 -2.26966 5.32499  0.0001
H 2.91749 3.52926 4.19735  -0.0002
C -0.77614 3.07177 -1.18826  0.0860
C -0.67556 3.88974 -2.31540  0.0435
O -3.61542 -3.84744 1.26990  -0.0002
O 3.40358 -0.03680 3.19833  0.0007
C 5.37778 0.85382 0.48770  -0.0008
C -2.32226 -0.58252 -1.80146  -0.0072

***

No. 3
C40H34BBr2F2N6NaOS as an isolated structure. Source: OMol25; level of theory: the ωB97M-V functional and the def2-TZVPD basis.

Lowest unoccupied orbital energy: 0.09 eV
Total energy: -7881.71902 Eh
Kohn-Sham gap: 0.1933 hartree
Energy relative to the best compared isomer or geometry (same formula, charge and spin): 0.00 kJ/mol
Molar mass: 878.43 Da
Spin multiplicity: 1

Each line ends with the Mulliken charge.
CARTESIAN COORDINATES (ANGSTROEM)
C 1.57551 0.28167 3.77232  -1.6092
C -5.64715 -2.55956 3.98611  -0.7911
F 1.29624 -3.20216 -2.00404  -0.2944
C -2.82303 -1.97007 -1.66307  -0.3945
C -5.07812 -0.80490 5.53734  -0.7868
H -1.37136 1.79964 -2.87727  0.7258
C 2.82232 -1.06724 1.64077  0.3201
H -6.88237 -1.95268 5.63220  0.3863
H 0.16739 0.44508 -3.84657  0.4292
C -3.30622 4.08057 -0.19721  -0.4210
H 3.84238 1.09533 -0.20808  0.4399
H -1.27215 -1.07548 -5.00671  0.4792
C 3.46976 2.49148 1.38470  -0.5132
C -1.21064 -2.57060 3.26727  0.7869
C 0.13285 -4.89126 3.86627  -0.5737
C -3.88737 -0.58899 4.85349  -0.1838
C -1.66598 2.48934 -0.91684  0.7901
H 3.15090 -1.62904 -2.77317  0.4024
C -1.35817 -3.66481 2.43443  -0.1795
B 1.73652 -2.79435 -0.79232  0.3564
H -0.14570 2.91911 -2.31834  0.4690
C 1.05376 0.16465 2.50538  -0.1218
C 1.91855 2.04586 -0.37320  0.7180
H 0.58105 4.21342 1.63603  0.4186
H 0.94525 -3.81473 5.53961  0.4372
C -4.45970 -2.35689 3.30657  -0.3386
H -6.33661 -3.32317 3.65099  0.4137
H 0.88625 -0.75592 -2.78937  -0.2205
C 0.28539 -3.77814 4.68303  -0.6837
H -3.90352 4.96723 -0.36716  0.4251
O -2.36179 -1.05084 1.42395  -0.3736
F 1.02940 -3.23426 0.25019  0.0528
N 1.58416 -0.49369 1.47264  1.0819
C 0.05913 -0.05245 -2.87018  -0.7866
H 2.72558 3.89824 2.84446  0.4013
H 0.67200 -5.80163 4.09351  0.3918
C -0.39044 -2.60588 4.38583  -0.4264
H -0.25678 -1.72165 4.99712  0.3604
H -2.67297 1.66422 2.05610  0.3466
H -4.20781 -2.94987 2.43638  0.2265
C 3.68289 -1.78164 -1.84383  -0.6800
H 4.41491 2.31730 1.88255  0.4546
C -0.68522 -4.83587 2.74699  -0.8378
C 1.57090 1.28654 -1.62806  -0.3626
Br 7.53364 -2.26465 -0.44733  -0.2290
C 5.01625 -1.83333 -1.78184  -0.5847
C 3.52240 -1.66606 0.58033  0.5503
H -3.19563 0.18075 5.17445  0.4290
C 4.92242 -1.89395 0.62582  -0.4928
N 2.89593 -2.03444 -0.68232  0.3286
N 0.16237 0.90620 -1.76994  1.6085
C 3.42311 -1.02413 2.95104  -1.3019
C 2.79661 -0.37686 3.96317  -0.4232
N 1.02853 2.89604 0.12354  -0.1912
H 5.60724 -1.67804 -2.67347  0.4229
H -3.25422 -2.58109 -4.94730  0.4278
C -2.43079 3.62958 -1.16286  -1.3535
N -1.76654 1.80832 0.21788  0.7824
C -5.95328 -1.78672 5.10280  -0.4181
C -3.39555 -2.50660 -2.80294  -1.0091
H 0.10757 0.66262 2.30615  0.7485
H -1.96011 -3.58366 1.53868  0.2768
Na -0.67306 -0.28852 0.22194  1.0680
H -4.26053 -3.15070 -2.72832  0.4580
H 4.35458 -1.53356 3.14054  0.5204
H -0.77726 -5.69667 2.09812  0.4226
H 5.43921 -1.84044 1.57402  0.3879
H 2.15016 0.36414 -1.60259  -1.0761
C 3.16136 1.82266 0.21730  -0.4032
S -2.05430 -1.04311 2.89833  0.4726
C -2.61931 2.24966 1.14466  -0.3344
Br 3.57140 -0.37156 5.69893  -0.1950
C -1.21062 -0.87418 -2.87026  0.5892
C -3.40393 3.37569 0.99511  -1.0903
N -1.75130 -1.17938 -1.69141  0.5706
C -0.73134 2.04306 -2.02189  -1.6776
C 2.53438 3.36669 1.92244  -0.6513
H 1.91739 1.85847 -2.50712  0.4185
H 1.07906 0.83629 4.55341  0.5820
H -2.32376 4.15419 -2.10433  0.4964
C -3.58731 -1.37300 3.75226  0.3327
H -3.23185 -2.16379 -0.67750  0.4263
C 1.33709 3.53545 1.25334  -0.3591
C -2.83467 -2.18749 -4.03044  -0.4728
H -4.07183 3.68643 1.78617  0.4654
H -5.32084 -0.20213 6.40228  0.4093
C 5.64925 -2.05164 -0.50613  -0.5490
C -1.73252 -1.35217 -4.06704  -1.1174